(1)
{"formula": "C5H8N", "method": "the ωB97M-V functional and the def2-TZVPD basis", "elements": ["C", "C", "C", "C", "C", "N", "H", "H", "H", "H", "H", "H", "H", "H"], "positions_angstrom": [[0.2965, 0.8466, 0.4753], [0.3830, -1.6093, 0.2351], [-0.6457, -1.5626, -0.8092], [0.8011, -0.2823, 0.8359], [0.0743, 2.2232, 0.2691], [-1.1379, -0.4752, -1.2043], [0.1423, -2.2470, 0.9797], [1.2081, -2.0680, -0.0899], [-0.8643, -2.6226, -1.0358], [-1.8964, -0.4993, -1.7952], [1.4894, -0.3332, 1.6744], [1.0510, 2.7768, 0.5166], [-0.8410, 2.5736, 0.9199], [-0.1272, 2.3952, -0.8808]], "nbo_charge": [0.54, -0.47, 0.19, -0.31, -0.80, -0.57, 0.26, 0.26, 0.21, 0.39, 0.33, 0.33, 0.30, 0.34], "homo_energy_ha": -0.561, "charge": 1, "lumo_energy_ev": -5.8}


(2)
{"formula": "C41H32F15GeN3O5PtS3Si", "method": "the ωB97M-V functional and the def2-TZVPD basis", "elements": ["Pt", "F", "C", "C", "C", "F", "C", "F", "C", "F", "C", "F", "Ge", "S", "C", "C", "F", "C", "F", "C", "F", "C", "F", "C", "F", "C", "C", "F", "C", "F", "C", "F", "C", "F", "C", "F", "O", "S", "C", "C", "C", "C", "C", "C", "C", "C", "C", "C", "C", "C", "H", "H", "H", "H", "H", "H", "H", "H", "H", "H", "C", "C", "S", "O", "O", "C", "C", "N", "C", "N", "C", "C", "N", "O", "O", "C", "H", "H", "H", "H", "H", "H", "H", "H", "H", "H", "H", "H", "H", "C", "Si", "C", "C", "H", "H", "H", "H", "H", "H", "H", "H", "H"], "positions_angstrom": [[-0.1372, -0.0236, -0.6021], [4.7735, 1.5028, -2.6114], [5.1276, 0.2079, -2.7496], [4.9068, -0.6550, -1.6937], [5.1305, -1.9968, -1.9290], [4.7723, -2.8759, -0.9819], [5.6531, -2.4594, -3.1301], [5.8627, -3.7639, -3.3363], [5.9295, -1.5530, -4.1485], [6.4119, -1.9838, -5.3160], [5.6522, -0.2048, -3.9636], [5.8648, 0.6695, -4.9522], [3.9930, 0.0810, -0.0096], [1.8556, 0.0209, -1.5646], [5.0922, 1.8212, -0.0022], [6.4669, 1.7253, -0.1049], [7.0243, 0.5037, -0.1515], [7.2895, 2.8406, -0.1865], [8.6156, 2.7133, -0.2966], [6.7123, 4.1061, -0.1634], [7.4798, 5.1944, -0.2564], [5.3321, 4.2321, -0.0537], [4.7767, 5.4505, -0.0502], [4.5497, 3.0874, 0.0267], [3.2120, 3.2145, 0.0969], [5.0111, -0.5215, 1.7377], [4.5368, 0.1890, 2.8239], [3.5542, 1.0869, 2.5848], [5.0350, 0.0309, 4.1068], [4.5680, 0.7539, 5.1316], [6.0530, -0.8973, 4.3121], [6.5560, -1.0746, 5.5367], [6.5474, -1.6313, 3.2385], [7.5305, -2.5127, 3.4466], [6.0176, -1.4387, 1.9631], [6.5182, -2.1347, 0.9413], [-0.6078, 2.0018, 0.6586], [0.4163, 2.7401, -0.1389], [-0.0415, 4.4833, 0.0169], [0.7308, 5.4329, -0.6277], [0.3775, 6.7672, -0.5349], [-0.7436, 7.1358, 0.1925], [-1.5083, 6.1778, 0.8372], [-1.1509, 4.8421, 0.7562], [-0.2556, 2.6538, -1.8307], [-1.6310, 2.6511, -2.0069], [-2.1538, 2.5891, -3.2876], [-1.3007, 2.5147, -4.3771], [0.0733, 2.4999, -4.1936], [0.6052, 2.5866, -2.9170], [1.5938, 5.1240, -1.1964], [0.9783, 7.5153, -1.0264], [-1.0176, 8.1770, 0.2579], [-2.3793, 6.4718, 1.4061], [-1.7194, 4.0745, 1.2593], [-2.2749, 2.7251, -1.1427], [-3.2241, 2.6062, -3.4334], [-1.7104, 2.4774, -5.3740], [0.7290, 2.4159, -5.0469], [1.6763, 2.5857, -2.7693], [-5.2017, -4.9450, -3.8523], [-6.5564, -4.4397, -3.4105], [-6.5360, -2.6208, -3.2358], [-5.5818, -2.0627, -4.1636], [-7.8773, -2.1208, -3.2920], [-5.8697, -2.2898, -1.5565], [-5.5175, -0.8085, -1.5165], [-4.3462, -0.5418, -0.7165], [-3.0823, -0.4946, -1.1842], [-2.2349, -0.2051, -0.2043], [-2.9478, -0.0542, 0.9314], [-4.2762, -0.2799, 0.6386], [-5.3580, -0.3419, 1.5305], [-6.4288, -0.7723, 1.1112], [-5.1410, 0.0086, 2.6802], [-2.6850, -0.7373, -2.5896], [-5.2742, -5.9633, -4.2279], [-4.4876, -4.9332, -3.0317], [-4.8296, -4.3055, -4.6495], [-6.8681, -4.8274, -2.4450], [-7.3302, -4.6395, -4.1479], [-4.9907, -2.9163, -1.4448], [-6.6243, -2.5596, -0.8256], [-6.3664, -0.2494, -1.1205], [-5.3026, -0.4849, -2.5399], [-2.5015, 0.2004, 1.8727], [-3.0166, 0.0783, -3.2332], [-3.1209, -1.6607, -2.9700], [-1.5897, -0.7859, -2.6326], [-1.2270, -2.9695, 1.0172], [0.2251, -2.2963, -0.0565], [1.8430, -2.5087, 0.9490], [0.3790, -3.3437, -1.6665], [-0.9474, -3.9397, 1.4100], [-2.1403, -3.1000, 0.4498], [-1.4459, -2.3284, 1.8621], [1.8417, -3.4421, 1.5027], [1.9809, -1.6979, 1.6589], [2.7005, -2.5247, 0.2818], [0.8676, -4.2824, -1.4263], [0.9917, -2.8325, -2.4031], [-0.5734, -3.5835, -2.1285]], "lowdin_charge": [0.48, 0.07, -0.25, -0.21, -0.23, 0.08, -0.13, 0.12, -0.13, 0.13, -0.13, 0.12, 1.06, 0.25, -0.15, -0.22, 0.09, -0.13, 0.12, -0.13, 0.13, -0.13, 0.11, -0.22, 0.03, -0.10, -0.24, 0.06, -0.13, 0.12, -0.12, 0.13, -0.13, 0.12, -0.22, 0.11, -0.60, 0.95, -0.36, -0.08, -0.07, -0.08, -0.07, -0.07, -0.42, -0.08, -0.09, -0.07, -0.06, -0.14, 0.11, 0.11, 0.10, 0.11, 0.11, 0.11, 0.11, 0.11, 0.11, 0.08, -0.12, -0.27, 0.66, -0.33, -0.30, -0.18, -0.15, 0.06, -0.30, -0.05, -0.01, -0.12, -0.33, 0.08, 0.11, 0.02, 0.08, 0.07, 0.07, 0.10, 0.10, 0.10, 0.10, 0.14, 0.12, 0.14, 0.08, 0.09, 0.07, -0.21, 0.42, -0.23, -0.22, 0.02, 0.01, 0.01, 0.03, 0.01, -0.02, 0.02, 0.00, 0.01], "homo_energy_ha": -0.290, "lumo_energy_ev": -1.4}


(3)
{"formula": "C26H64N4O12S", "method": "the ωB97M-V functional and the def2-TZVPD basis", "elements": ["C", "C", "C", "C", "N", "C", "C", "N", "C", "C", "C", "C", "C", "C", "C", "S", "C", "N", "N", "C", "O", "H", "H", "H", "H", "H", "H", "H", "H", "H", "H", "H", "H", "H", "H", "H", "H", "H", "H", "H", "H", "C", "O", "H", "H", "H", "H", "C", "O", "H", "H", "H", "H", "C", "O", "H", "H", "H", "H", "C", "O", "H", "H", "H", "H", "C", "O", "H", "H", "H", "H", "C", "O", "H", "H", "H", "H", "C", "O", "H", "H", "H", "H", "C", "O", "H", "H", "H", "H", "C", "O", "H", "H", "H", "H", "C", "O", "H", "H", "H", "H", "C", "O", "H", "H", "H", "H"], "positions_angstrom": [[5.6113, 0.1142, 2.7352], [5.1023, -1.0740, 2.2579], [3.5369, -1.1473, 2.0365], [3.0307, -2.6348, 2.0434], [2.5286, -3.6661, 2.0163], [3.0342, -0.5248, 0.6653], [4.1006, -0.8319, -0.4497], [4.8367, -1.2744, -1.2125], [2.7917, 1.0343, 0.6926], [1.3841, 1.4743, 1.2495], [1.1395, 1.1477, 2.7715], [-0.0955, 1.9068, 3.4114], [-1.4892, 1.3915, 2.8303], [-2.0174, 0.0862, 3.5598], [-1.7513, -1.2689, 2.7663], [-3.4186, -1.9463, 2.2355], [-3.8136, -0.8600, 0.8129], [-3.5777, -1.1431, -0.4916], [-4.0138, -0.0095, -1.1192], [-4.4824, 0.9087, -0.2381], [-4.3770, 0.3741, 1.0576], [6.5109, 0.0887, 3.4106], [5.1808, 1.1168, 2.4944], [5.8074, -1.9227, 2.0940], [3.0756, -0.6835, 2.9502], [2.0758, -1.0412, 0.3675], [2.8303, 1.3808, -0.3869], [3.5826, 1.6344, 1.2383], [0.5357, 1.0719, 0.6128], [1.3443, 2.6056, 1.1561], [0.9672, 0.0393, 2.9416], [2.0432, 1.4105, 3.4075], [-0.0804, 1.7899, 4.5318], [0.0506, 3.0111, 3.2001], [-1.3470, 1.2674, 1.7170], [-2.2365, 2.2209, 3.0106], [-3.1309, 0.2274, 3.6892], [-1.5459, 0.0042, 4.5790], [-1.2440, -0.9957, 1.7903], [-1.1477, -2.0292, 3.3229], [-4.8692, 1.9241, -0.4675], [5.5914, 3.2720, -0.5019], [4.8200, 3.3393, 0.6954], [5.5159, 2.2656, -0.9120], [5.2047, 3.9873, -1.2290], [6.6381, 3.4942, -0.2790], [4.9023, 4.2369, 1.0364], [-0.2961, 0.5884, -2.6142], [-1.2851, 1.4964, -3.0802], [0.6382, 0.7916, -3.1361], [-0.1451, 0.7223, -1.5391], [-0.6079, -0.4387, -2.8194], [-2.1015, 1.2970, -2.6042], [-6.6439, -3.1677, -1.1127], [-6.9763, -2.4623, 0.0792], [-7.5334, -3.2443, -1.7354], [-5.8678, -2.6244, -1.6567], [-6.2915, -4.1715, -0.8623], [-6.1731, -2.4089, 0.6108], [4.6909, 4.1245, -4.5932], [3.9218, 4.1956, -3.4012], [4.6139, 3.1174, -5.0009], [4.3057, 4.8408, -5.3229], [5.7381, 4.3455, -4.3700], [4.0067, 5.0947, -3.0625], [-7.2184, -1.3521, -4.0703], [-7.1902, -2.7216, -4.4588], [-7.5898, -1.2851, -3.0487], [-6.2081, -0.9364, -4.1159], [-7.8823, -0.7946, -4.7343], [-6.8591, -2.7550, -5.3627], [-7.3473, 0.8128, -7.9070], [-8.1369, 0.8493, -6.7249], [-7.3860, -0.1936, -8.3214], [-7.7431, 1.5200, -8.6403], [-6.3107, 1.0654, -7.6696], [-8.0876, 1.7466, -6.3771], [2.8970, -3.6755, 5.2828], [2.6392, -2.7799, 6.3612], [2.6302, -3.1873, 4.3525], [3.9588, -3.9338, 5.2645], [2.2954, -4.5784, 5.4028], [2.8833, -3.2352, 7.1744], [-6.6128, 2.3003, 3.4782], [-6.7005, 1.8021, 2.1506], [-7.3320, 3.1097, 3.5959], [-6.8464, 1.5043, 4.1899], [-5.6055, 2.6828, 3.6664], [-6.0561, 1.0877, 2.0715], [6.2988, 7.3331, -5.8200], [5.5296, 7.4083, -4.6256], [6.2184, 6.3250, -6.2238], [5.9162, 8.0469, -6.5535], [7.3470, 7.5513, -5.6011], [5.6154, 8.3064, -4.2871], [1.2983, -4.1871, -1.8669], [1.0433, -3.2971, -0.7890], [1.0290, -3.6928, -2.7994], [2.3597, -4.4474, -1.8902], [0.6963, -5.0920, -1.7516], [1.2891, -3.7572, 0.0257], [3.7194, -7.6816, 5.1055], [3.4636, -6.7936, 6.1869], [3.4494, -7.1845, 4.1748], [4.7808, -7.9411, 5.0810], [3.1183, -8.5872, 5.2182], [3.7090, -7.2528, 6.9978]], "lowdin_charge": [0.02, -0.12, -0.21, -0.16, 0.17, -0.22, -0.17, 0.15, -0.17, -0.18, -0.21, -0.20, -0.20, -0.25, -0.42, 0.90, -0.61, 0.06, 0.01, -0.08, -0.04, 0.07, 0.06, 0.11, 0.13, 0.14, 0.13, 0.09, 0.09, 0.13, 0.10, 0.12, 0.11, 0.11, 0.10, 0.11, 0.08, 0.11, 0.08, 0.08, 0.15, -0.13, -0.15, 0.08, 0.06, 0.08, 0.08, -0.15, -0.13, 0.08, 0.05, 0.08, 0.04, -0.16, -0.13, 0.07, 0.06, 0.08, 0.04, -0.16, -0.13, 0.08, 0.07, 0.08, 0.07, -0.16, -0.13, 0.07, 0.08, 0.06, 0.07, -0.16, -0.14, 0.08, 0.07, 0.08, 0.08, -0.16, -0.13, 0.02, 0.08, 0.07, 0.07, -0.15, -0.13, 0.08, 0.08, 0.07, 0.04, -0.16, -0.14, 0.07, 0.08, 0.08, 0.08, -0.16, -0.16, 0.08, 0.08, 0.08, 0.03, -0.15, -0.14, 0.08, 0.08, 0.08, 0.08], "homo_energy_ha": -0.353, "lumo_energy_ev": 0.2, "smiles": "C=C[C@H](C#N)[C@H](C#N)CCCCCCCSc1nnco1.CO.CO.CO.CO.CO.CO.CO.CO.CO.CO.CO"}


(4)
{"formula": "C2H7NO2", "method": "the ωB97M-V functional and the def2-TZVPD basis", "elements": ["C", "C", "O", "O", "H", "H", "H", "H", "N", "H", "H", "H"], "positions_angstrom": [[1.4890, 0.7507, 1.1916], [0.7589, -0.4868, 0.7846], [0.0915, -0.6186, -0.2072], [0.9483, -1.5037, 1.6546], [2.5565, 0.5626, 1.2633], [1.1606, 1.0686, 2.1848], [1.2771, 1.5404, 0.4778], [0.4569, -2.2571, 1.2935], [-2.2177, 0.5205, -2.1428], [-1.4023, 0.2151, -1.6205], [-3.0103, 0.0023, -1.7797], [-2.1085, 0.2061, -3.0999]], "nbo_charge": [-0.73, 0.80, -0.61, -0.68, 0.24, 0.24, 0.24, 0.49, -1.08, 0.38, 0.35, 0.35], "homo_energy_ha": -0.354, "lumo_energy_ev": 0.7, "smiles": "CC(=O)O.N"}


(5)
{"formula": "C6H14N2", "method": "the ωB97M-V functional and the def2-TZVPD basis", "elements": ["H", "N", "C", "C", "C", "N", "H", "H", "H", "H", "H", "H", "H", "C", "C", "C", "H", "H", "H", "H", "H", "H"], "positions_angstrom": [[-1.4657, -2.8413, 0.7424], [-1.5416, -1.8364, 0.8887], [-0.8533, -1.1389, 0.0579], [-1.6578, 0.2715, -0.4800], [-0.7156, 1.1165, -1.2479], [-2.3019, 0.9218, 0.6154], [-0.3514, -1.5887, -0.8143], [-2.4032, -0.1975, -1.1253], [0.3095, 1.0621, -0.7141], [-0.9705, 2.1719, -1.2443], [-0.5640, 0.7607, -2.2627], [-1.6375, 1.4323, 1.1867], [-2.7558, 0.2265, 1.2024], [0.7690, -0.4295, 1.1614], [1.5614, 0.4555, 0.4496], [2.6708, -0.0049, -0.4475], [0.2523, -0.0614, 2.0394], [1.1466, -1.4406, 1.2584], [1.6081, 1.4933, 0.7611], [2.5359, -1.0471, -0.7413], [2.7309, 0.6010, -1.3533], [3.6338, 0.0730, 0.0673]], "nbo_charge": [0.34, -0.72, 0.10, -0.05, -0.63, -0.83, 0.14, 0.20, 0.22, 0.23, 0.22, 0.35, 0.38, -0.44, -0.16, -0.65, 0.22, 0.22, 0.21, 0.21, 0.22, 0.23], "homo_energy_ha": [-0.301, -0.301], "lumo_energy_ev": [0.2, 0.2], "smiles": "[H]/N=C/[C@H](C)N.C=CC"}


no.,strongest force on any atom (hartree/bohr)
1,0.0848
2,0.0544
3,0.0871
4,0.0087
5,0.0738